This record from the OMol25 dataset describes a structure of composition C31H32N6O5Rb. The level of theory is wB97M-V/def2-TZVPD.

Structure (XYZ):
```
75
Properties=species:S:1:pos:R:3:lowdin_charge:R:1
Rb -0.83869 1.23928 1.44704 0.9438
C 4.31654 -2.62992 -0.82421 -0.0627
C 3.65145 -1.52703 -0.06099 -0.2756
C 3.41184 -0.30902 -0.58997 -0.0045
C 2.75871 0.73270 0.15603 -0.1272
C 2.31183 1.95487 -0.28561 -0.0424
N 2.22549 2.54148 -1.48805 0.0536
C 2.27092 1.92938 -2.80620 -0.1675
C 0.87974 1.48177 -3.25512 -0.1413
C 0.34004 0.30001 -2.46762 -0.1650
N 0.84879 -0.94729 -3.03763 0.0538
C 0.25230 -2.13369 -2.91524 -0.0479
C -0.65297 -2.57019 -1.97346 -0.1169
C -1.52175 -3.64018 -2.39231 -0.0144
C -2.62647 -3.97642 -1.69871 -0.2776
C -3.63494 -4.97837 -2.17084 -0.0608
C -2.85931 -3.28402 -0.46244 0.0135
C -2.00386 -2.38832 0.08697 -0.1246
C -2.32965 -1.88479 1.42864 -0.1335
N -1.44986 -1.51768 2.25607 -0.0110
C -1.87885 -1.12779 3.58837 -0.2541
C -1.09261 -1.94339 4.61591 -0.1712
C 0.28091 -1.35141 4.95382 -0.2270
N 0.90320 -0.77758 3.78290 0.0638
C 1.93357 -1.32738 3.31187 -0.1099
C 2.55347 -0.89038 2.04857 -0.1041
C 3.17859 -1.79954 1.27155 0.0173
C 2.38469 0.49425 1.56519 -0.3634
O 1.89862 1.36844 2.27496 -0.0457
C -0.78799 -1.97323 -0.64347 -0.3211
O 0.07596 -1.23730 -0.16275 -0.0152
H 4.61907 -2.29634 -1.81796 0.0702
H 3.64079 -3.48017 -0.95370 0.0796
H 5.20704 -3.00783 -0.31479 0.0751
H 3.75076 -0.11922 -1.60003 0.0957
H 1.87166 2.56967 0.49561 0.1280
H 1.71815 3.41408 -1.45390 0.1136
H 2.96938 1.09724 -2.78702 0.0932
H 2.68871 2.66246 -3.50110 0.1185
H 0.88042 1.26738 -4.33037 0.1148
H 0.19025 2.31804 -3.13185 0.0980
H -0.75397 0.26319 -2.45077 0.1027
H 0.62831 0.35181 -1.41672 0.0885
H 1.42759 -0.84808 -3.85513 0.1295
H 0.47362 -2.81633 -3.73426 0.1286
H -1.31528 -4.11507 -3.34816 0.1115
H -3.31277 -5.45442 -3.09796 0.0695
H -4.59679 -4.49552 -2.35728 0.0825
H -3.80386 -5.76485 -1.43103 0.0734
H -3.77000 -3.51882 0.08216 0.1249
H -3.40091 -1.89605 1.68452 0.1329
H -2.96379 -1.25676 3.71982 0.1108
H -1.65598 -0.06517 3.73608 0.0869
H -0.97460 -2.95511 4.21847 0.1084
H -1.67114 -2.03829 5.53922 0.1034
H 0.91349 -2.11709 5.43114 0.1032
H 0.14945 -0.53609 5.67127 0.1174
H 2.37908 -2.22287 3.77705 0.1228
H 3.28961 -2.81439 1.64805 0.1217
O -0.07248 5.00657 3.29081 -0.0108
C -0.78284 4.37291 2.49892 -0.7230
O -1.50834 3.37075 2.68528 -0.2211
C -0.83202 4.93264 1.07272 -0.1816
C -1.27210 6.24880 0.90555 -0.0106
C -1.41165 6.76348 -0.36478 -0.0771
C -1.08944 5.94989 -1.44672 -0.0830
C -0.63679 4.67215 -1.18100 -0.1604
N -0.49536 4.15196 0.04032 0.1072
H -1.49044 6.82789 1.79195 0.1172
H -1.76935 7.77523 -0.51398 0.0992
H -1.19246 6.28773 -2.46925 0.0927
H -0.39628 4.01172 -2.00879 0.0789
O -4.36801 -0.77020 -1.88765 -0.0594
C -3.47354 -0.09854 -1.42081 -0.6414
N -2.58692 0.54439 -0.96717 0.0064
```

2S+1   1
Net charge   -1
Kohn-Sham gap   6.785 eV
E   -52501.72110 eV

---

This record from the OMol25 dataset describes a structure of composition C31H32N6O5Rb. The level of theory is wB97M-V/def2-TZVPD.

Structure (XYZ):
```
75
Properties=species:S:1:pos:R:3:lowdin_charge:R:1
Rb 0.00562 2.12653 0.43989 0.9542
C -6.96410 0.87655 -1.25294 -0.0662
C -5.47518 0.67374 -1.30973 -0.2828
C -4.76109 0.73035 -2.45252 -0.0119
C -3.33158 0.55025 -2.50411 -0.1023
C -2.76964 0.80303 -3.75032 -0.0336
N -1.55725 0.79143 -4.29180 0.0638
C -0.21223 0.85047 -3.73055 -0.1810
C 0.77322 0.16321 -4.66192 -0.1553
C 2.20504 0.50750 -4.27376 -0.1655
N 2.52006 0.06219 -2.93286 0.0621
C 3.30609 -0.93387 -2.62936 -0.0155
C 3.46552 -1.40835 -1.32259 -0.1266
C 4.35006 -2.48959 -1.05969 -0.0186
C 4.48303 -3.01438 0.18669 -0.2822
C 5.42482 -4.14635 0.49375 -0.0656
C 3.67841 -2.46576 1.22643 0.0110
C 2.80339 -1.43876 1.04038 -0.1195
C 1.93811 -0.90889 2.13906 -0.1199
N 0.86846 -1.43012 2.56766 0.0783
C 0.36596 -2.64970 1.95032 -0.2232
C -0.54595 -2.36390 0.75332 -0.1668
C -1.98950 -2.00920 1.09539 -0.2289
N -2.08123 -0.74524 1.79392 0.0811
C -2.70823 0.21751 1.27374 -0.1459
C -3.41522 0.27915 -0.04130 -0.1255
C -4.75292 0.47623 -0.08870 0.0202
C -2.61589 0.24252 -1.27403 -0.3267
O -1.40526 -0.02143 -1.22450 -0.0574
C 2.68472 -0.82013 -0.26098 -0.3008
O 1.91754 0.16867 -0.44584 -0.1123
H -7.38374 0.98710 -2.25305 0.0697
H -7.46227 0.03214 -0.76999 0.0734
H -7.21833 1.77285 -0.68154 0.0772
H -5.26415 0.94326 -3.39170 0.1134
H -3.50180 1.09024 -4.49844 0.1308
H -1.57797 1.23452 -5.19945 0.1349
H 0.05017 1.90168 -3.59504 0.0996
H -0.22921 0.38985 -2.74852 0.0959
H 0.62998 -0.92102 -4.62761 0.1201
H 0.61626 0.47756 -5.69941 0.1148
H 2.91634 0.05350 -4.96722 0.1178
H 2.34386 1.59046 -4.30745 0.1317
H 2.02935 0.43235 -2.08658 0.1179
H 3.84792 -1.40962 -3.44561 0.1393
H 4.92855 -2.89725 -1.88451 0.1131
H 5.89274 -4.52506 -0.41541 0.0690
H 6.22075 -3.82995 1.17243 0.0768
H 4.90356 -4.97824 0.97306 0.0752
H 3.75605 -2.90443 2.21782 0.1297
H 2.24166 0.03424 2.60057 0.1035
H 1.18129 -3.29845 1.61061 0.0963
H -0.19211 -3.19599 2.71540 0.1058
H -0.11782 -1.56593 0.14357 0.0907
H -0.57534 -3.25955 0.12423 0.1123
H -2.59178 -2.03909 0.17818 0.1075
H -2.38485 -2.77241 1.77503 0.1135
H -2.73632 1.14999 1.84618 0.1199
H -5.31239 0.51018 0.84313 0.1276
O -0.65650 3.27753 2.77467 -0.1603
C 0.56689 3.26572 3.04639 -0.7800
O 1.51199 3.60553 2.30893 -0.1087
C 0.92316 2.68807 4.41558 -0.1826
C 0.41705 3.26474 5.58025 -0.0176
C 0.73898 2.70740 6.80227 -0.0880
C 1.53272 1.56746 6.82673 -0.0938
C 1.97204 1.05608 5.61728 -0.1516
N 1.69784 1.60367 4.43664 0.1273
H -0.23018 4.12728 5.49540 0.1141
H 0.36937 3.14109 7.72414 0.0959
H 1.79955 1.08057 7.75587 0.0881
H 2.57773 0.15418 5.59470 0.0983
O -2.01168 3.68085 -4.23621 -0.0802
C -1.47112 3.59542 -3.14219 -0.6684
N -0.95302 3.50780 -2.08218 -0.0066
```

2S+1   1
Net charge   -1
Kohn-Sham gap   7.085 eV
E   -52502.31764 eV

---

This record from the OMol25 dataset describes a structure of composition C31H33Br2N9O2STa. The level of theory is wB97M-V/def2-TZVPD.

Structure (XYZ):
```
79
Properties=species:S:1:pos:R:3:lowdin_charge:R:1
Ta 0.42585 -0.55230 0.10917 1.7935
N -2.76709 -2.56115 2.72808 0.1245
C -1.82692 -1.76800 2.19271 -0.7713
S -0.90862 -2.48788 0.85766 0.7353
N -1.66507 -0.56908 2.62549 0.0352
N -0.66293 0.16253 1.99828 -0.1485
C -0.45571 1.28312 2.60381 -0.0576
C 0.60165 2.24208 2.34594 -0.1598
C 0.66410 3.42397 3.08558 0.0164
C 1.73212 4.29226 2.92324 -0.0214
C 2.75763 3.96996 2.04082 -0.0072
C 2.70752 2.80016 1.28506 0.0219
C 1.62025 1.97544 1.44405 -0.2764
O 1.46635 0.84509 0.66856 -0.3057
H -2.83402 -3.53191 2.47682 0.1056
H -3.27342 -2.23778 3.53868 0.1305
H -1.11179 1.48435 3.44706 0.1547
H -0.12494 3.65214 3.79236 0.1349
H 1.77444 5.21040 3.49240 0.1283
H 3.61021 4.62824 1.93947 0.1301
H 3.50663 2.54020 0.60411 0.1251
Br 3.66447 -3.87084 5.41395 0.9267
C 2.89952 -2.90506 4.02929 -0.6612
C 2.19974 -1.73661 4.27396 -0.0435
C 1.62893 -1.07839 3.20488 -0.0779
N 1.72663 -1.49164 1.93092 -0.0167
C 2.44820 -2.59865 1.70383 -0.2183
C 3.02953 -3.33595 2.71746 -0.0178
C 2.60530 -2.95406 0.29177 -0.1863
C 3.44992 -3.97561 -0.09660 -0.0186
C 3.61372 -4.26765 -1.43933 -0.6589
Br 4.73692 -5.63362 -1.97679 0.9477
C 2.92096 -3.50282 -2.36577 -0.0484
C 2.09942 -2.50489 -1.90705 -0.0863
N 1.91394 -2.20100 -0.59843 -0.0130
H 2.09034 -1.34543 5.27533 0.1282
H 1.07470 -0.17998 3.38783 0.0970
H 3.58013 -4.24127 2.51667 0.1151
H 3.99841 -4.54822 0.63370 0.1161
H 3.02009 -3.68045 -3.42723 0.1286
H 1.56866 -1.91712 -2.62145 0.0856
O -0.58212 -1.59495 -1.86953 -0.2418
C -0.60813 -0.91449 -3.12174 -0.1249
C 0.54318 0.03279 -3.13760 -0.2784
C 0.92701 0.63954 -4.32018 0.0297
C 2.00960 1.49980 -4.31783 0.0169
C 2.68444 1.71729 -3.12473 0.0084
C 2.24063 1.08088 -1.98740 -0.0837
N 1.17741 0.24839 -1.97741 -0.0285
H -1.11148 -2.39934 -1.91523 0.1129
H -1.55209 -0.37366 -3.24029 0.1434
H -0.52142 -1.62770 -3.94333 0.1561
H 0.38398 0.42866 -5.23318 0.1436
H 2.33063 1.98176 -5.23233 0.1382
H 3.54612 2.36839 -3.07616 0.1321
H 2.74390 1.22434 -1.04741 0.0983
C -5.30084 0.32472 -0.49713 -0.1313
C -4.50423 -0.95930 -0.51919 -0.1340
N -3.06766 -0.65781 -0.66576 0.0850
C -2.51949 0.55481 -0.81224 -0.3408
N -1.18540 0.74220 -0.58333 -0.0831
C -0.72180 2.11884 -0.92345 -0.1909
C -1.70240 3.15721 -0.42636 -0.1321
C -2.97657 2.96768 -1.20075 -0.1183
N -3.32532 1.54244 -1.22898 -0.0110
C -4.72173 1.22134 -1.57152 -0.1067
H -5.21275 0.82316 0.47064 0.1316
H -6.35388 0.11820 -0.67843 0.1361
H -4.81565 -1.58163 -1.35904 0.1310
H -4.64306 -1.53403 0.39617 0.1228
H -2.43516 -1.38904 -0.39103 0.0025
H -0.60673 2.21398 -2.00964 0.1291
H 0.25104 2.29177 -0.48484 0.0842
H -1.31536 4.16376 -0.57973 0.1385
H -1.87512 3.01322 0.64339 0.1221
H -2.86143 3.32456 -2.22660 0.1423
H -3.80687 3.51080 -0.75059 0.1393
H -4.75487 0.72895 -2.54702 0.1410
H -5.26214 2.15987 -1.65651 0.1343
```

2S+1   1
Net charge   +3
Kohn-Sham gap   6.792 eV
E   -202641.91570 eV

---

This record from the OMol25 dataset describes a structure of composition C31H33Cl2N9SY. The level of theory is wB97M-V/def2-TZVPD.

Structure (XYZ):
```
77
Properties=species:S:1:pos:R:3:lowdin_charge:R:1
Y 0.04372 -0.13793 -0.11930 1.2268
C -4.40294 -3.44182 -2.20053 -0.0855
C -3.76144 -4.28842 -1.11239 -0.2410
N -3.18945 -3.48412 -0.04371 -0.0270
C -2.00812 -2.85216 -0.13138 -0.8074
S -1.56079 -1.90995 1.26994 0.5626
N -1.32310 -3.01469 -1.24072 0.0047
N -0.13041 -2.34150 -1.24146 -0.0676
C 0.73778 -2.73881 -2.10083 -0.2776
C 0.53833 -3.89071 -3.02969 -0.0147
C 2.06170 -2.06143 -2.07400 -0.2114
C 3.10442 -2.48257 -2.89398 -0.0033
C 4.33978 -1.86684 -2.79126 -0.0344
C 4.50909 -0.84605 -1.87138 -0.0344
C 3.42679 -0.48463 -1.09092 -0.1490
N 2.23289 -1.06871 -1.18127 0.0134
H -4.82926 -4.07204 -2.98132 0.0741
H -3.65953 -2.78672 -2.65370 0.0534
H -5.20325 -2.82394 -1.79192 0.0737
H -2.97148 -4.91455 -1.52928 0.1070
H -4.49133 -4.95438 -0.65165 0.1164
H -3.70068 -3.35395 0.81161 0.1101
H -0.51183 -4.15610 -3.08244 0.0714
H 1.10075 -4.75946 -2.67901 0.1027
H 0.89657 -3.64543 -4.02939 0.0746
H 2.95533 -3.28600 -3.59790 0.1137
H 5.16133 -2.18979 -3.41645 0.1195
H 5.45790 -0.34336 -1.75199 0.1140
H 3.51553 0.31175 -0.36253 0.1010
C -5.76869 3.75476 -3.02841 -0.0481
C -4.52701 2.96318 -2.73349 -0.2772
C -3.60059 2.64365 -3.71565 -0.0349
C -2.44619 1.94779 -3.41142 -0.0126
C -2.15296 1.49372 -2.11752 -0.2126
N -0.97315 0.83499 -1.81065 -0.1003
C -0.18210 0.47694 -2.92659 -0.3008
C -0.59153 -0.49479 -3.84924 -0.0235
C 0.20933 -0.85801 -4.91137 -0.0263
C 1.47609 -0.29361 -5.09139 -0.2639
C 2.36984 -0.73288 -6.21340 -0.0343
C 1.90296 0.65483 -4.17625 0.0181
C 1.07997 1.03916 -3.12187 -0.1485
N 1.55528 2.04531 -2.23331 -0.0705
C 2.18776 3.18378 -2.57563 -0.0356
C 2.56935 3.81370 -1.41599 -0.0305
C 2.12288 2.96500 -0.39761 -0.1545
N 1.50817 1.89414 -0.89162 -0.0129
C -3.10687 1.80369 -1.13091 -0.1047
C -4.24107 2.54603 -1.44162 0.0112
N -2.96341 1.40240 0.23754 -0.0567
C -3.98457 1.32428 1.11337 -0.0467
C -3.46723 1.16046 2.37316 -0.0366
C -2.09272 1.12898 2.17048 -0.2314
N -1.77554 1.25498 0.87957 -0.0579
H -5.82706 4.01075 -4.08527 0.0761
H -5.79008 4.68618 -2.46050 0.0835
H -6.66925 3.19353 -2.77411 0.0825
H -3.76389 2.96350 -4.73723 0.1154
H -1.74100 1.76546 -4.20931 0.1093
H -1.56185 -0.95471 -3.70264 0.1301
H -0.14200 -1.60536 -5.61266 0.1207
H 1.84927 -1.40338 -6.89536 0.0818
H 3.24394 -1.26343 -5.82729 0.0755
H 2.73731 0.11494 -6.79199 0.0877
H 2.89011 1.09411 -4.26217 0.1298
H 2.28665 3.45508 -3.61262 0.1358
H 3.07827 4.75382 -1.30851 0.1040
H 2.21344 3.09733 0.66619 0.0646
H -4.91610 2.84229 -0.65067 0.1141
H -5.00345 1.37923 0.77797 0.1281
H -4.00544 1.05248 3.29664 0.1073
H -1.32205 0.95716 2.90019 0.0594
Cl 2.02099 -1.42405 2.00236 0.5884
C 1.87722 -0.11638 3.17055 -0.8903
Cl 1.20260 1.33543 2.37515 0.6140
H 2.85871 0.14322 3.54859 0.0420
H 1.19460 -0.40916 3.95997 0.0464
```

2S+1   1
Net charge   +1
Kohn-Sham gap   6.723 eV
E   -83015.92498 eV

---

Let's list HOMO in order: -4.9 -5.2 -16.2 -9.5 eV.
Let's list max |F| in order: 0.8 0.7 1.3 0.6 eV/A.
Let's list LUMO energy in order: 1.90 1.85 -9.38 -2.82 eV.